Density functional theory data (the ωB97M-V functional and the def2-TZVPD basis) for a molecular structure, C46H67Cl5N4O2P3SiSr in a non-equilibrium geometry.

Last column: Löwdin charge in e.
Geometry (Å):
Sr (-1.98203, -0.56420, 0.10369)  1.334
C (5.38689, -1.74232, 0.16400)  -0.113
C (3.94203, -1.92448, -0.28710)  -0.527
C (3.68884, -1.10197, -1.55090)  -0.133
P (2.54269, -1.45466, 0.90067)  1.088
C (2.71642, -2.61461, 2.41527)  -0.533
C (2.37051, -4.01687, 1.91003)  -0.142
C (3.92650, -2.72313, 3.33932)  -0.123
C (3.12307, 0.18862, 1.46906)  -0.379
C (4.23645, 0.32104, 2.29799)  -0.125
C (4.64775, 1.55751, 2.75227)  -0.090
C (3.93518, 2.68024, 2.37182)  -0.083
C (2.85489, 2.55031, 1.52054)  -0.139
C (2.41433, 1.31577, 1.03207)  -0.313
Si (0.85060, 1.27467, -0.20188)  0.686
C (0.19423, 3.01872, 0.36015)  -0.348
C (0.41873, 4.15546, -0.40910)  -0.117
C (-0.03792, 5.40645, -0.03648)  -0.086
C (-0.68147, 5.55507, 1.17645)  -0.094
C (-0.90878, 4.44119, 1.96876)  -0.101
C (-0.52475, 3.17080, 1.56050)  -0.369
P (-1.00616, 1.61214, 2.42928)  1.092
C (0.34781, 1.59245, 3.75818)  -0.510
C (0.32760, 2.64682, 4.86011)  -0.103
C (0.50629, 0.18555, 4.33349)  -0.123
C (-2.63197, 1.88593, 3.37017)  -0.507
C (-3.03335, 3.17734, 4.07994)  -0.112
C (-2.82558, 0.70617, 4.33267)  -0.136
C (1.86759, 1.76264, -1.83407)  -0.316
C (3.00225, 2.57054, -1.77057)  -0.124
C (3.65936, 3.04182, -2.89265)  -0.090
C (3.18410, 2.71148, -4.14791)  -0.093
C (2.09022, 1.87359, -4.24705)  -0.111
C (1.44164, 1.38131, -3.11751)  -0.404
P (0.00911, 0.25359, -3.33176)  1.064
C (0.36413, -0.80322, -4.87954)  -0.544
C (1.77804, -1.37257, -4.80287)  -0.132
C (0.05394, -0.26845, -6.27764)  -0.118
C (-1.23542, 1.48442, -3.98654)  -0.564
C (-2.57782, 0.77685, -4.01848)  -0.156
C (-1.31055, 2.65790, -3.02779)  -0.113
H (6.05797, -2.00680, -0.65515)  0.076
H (5.63682, -2.37915, 1.01022)  0.051
H (5.57156, -0.70379, 0.43164)  0.067
H (3.77375, -2.98615, -0.51823)  0.096
H (3.94760, -0.05923, -1.38420)  0.072
H (2.63566, -1.11891, -1.83032)  0.032
H (4.28733, -1.47576, -2.38151)  0.083
H (1.87892, -2.26966, 3.04180)  0.075
H (3.22116, -4.44882, 1.38474)  0.076
H (1.53389, -3.98387, 1.21573)  0.022
H (2.10324, -4.68009, 2.73680)  0.079
H (4.83720, -2.93581, 2.78656)  0.056
H (3.76211, -3.55833, 4.02283)  0.073
H (4.06433, -1.83453, 3.94779)  0.061
H (4.80694, -0.54524, 2.58303)  0.070
H (5.51852, 1.63810, 3.38968)  0.096
H (4.23006, 3.65680, 2.72779)  0.099
H (2.31886, 3.43774, 1.22516)  0.093
H (0.96739, 4.05367, -1.33298)  0.082
H (0.11624, 6.25812, -0.68574)  0.096
H (-1.02450, 6.52847, 1.50469)  0.094
H (-1.38404, 4.59219, 2.92256)  0.069
H (1.23486, 1.77919, 3.14065)  0.068
H (-0.45410, 2.44906, 5.59429)  0.061
H (0.18052, 3.63646, 4.43085)  0.062
H (1.28702, 2.64552, 5.38487)  0.075
H (-0.28670, -0.06468, 5.03661)  0.058
H (1.45867, 0.07885, 4.85818)  0.078
H (0.49502, -0.54635, 3.52478)  0.040
H (-3.34006, 1.77888, 2.53972)  0.068
H (-2.27041, 3.53122, 4.76805)  0.056
H (-3.93907, 2.98961, 4.66212)  0.075
H (-3.27299, 3.95300, 3.35820)  0.070
H (-2.33345, 0.88505, 5.28905)  0.072
H (-2.42313, -0.22910, 3.94065)  0.038
H (-3.88856, 0.54844, 4.54324)  0.083
H (3.37742, 2.85834, -0.80254)  0.084
H (4.52489, 3.68182, -2.78820)  0.095
H (3.65159, 3.10577, -5.03911)  0.094
H (1.71372, 1.61915, -5.22424)  0.078
H (-0.33214, -1.63190, -4.69789)  0.053
H (2.52413, -0.60666, -4.99424)  0.065
H (1.91330, -2.17430, -5.52838)  0.073
H (1.95616, -1.76948, -3.80803)  0.040
H (0.23889, -1.05638, -7.00889)  0.073
H (0.67246, 0.58155, -6.55110)  0.058
H (-0.98814, 0.02358, -6.36148)  0.058
H (-0.93020, 1.82464, -4.98257)  0.098
H (-2.73183, 0.36352, -3.00099)  0.034
H (-2.58796, -0.02137, -4.75402)  0.044
H (-3.37777, 1.47498, -4.24886)  0.081
H (-1.50926, 2.24774, -2.02507)  0.052
H (-2.11355, 3.33007, -3.31920)  0.087
H (-0.38404, 3.22269, -3.02437)  0.060
N (-0.04693, -2.89590, -1.43854)  -0.016
C (-0.46260, -4.01893, -0.62793)  -0.262
C (-1.24650, -3.55165, 0.61307)  -0.208
N (-0.93583, -2.21999, 1.02807)  -0.257
C (-1.88474, -1.74607, 1.97802)  -0.413
C (-3.27214, -1.79609, 1.43518)  -0.440
N (-3.78721, -0.46530, 1.42497)  -0.100
H (0.17672, -3.19939, -2.37755)  0.055
H (0.74782, -2.41176, -1.03472)  0.014
H (0.37399, -4.67598, -0.32005)  0.093
H (-1.13629, -4.63592, -1.22620)  0.107
H (-1.13019, -4.29202, 1.43541)  0.135
H (-2.30860, -3.58404, 0.35485)  0.107
H (0.00026, -2.13893, 1.41707)  0.071
H (-1.67274, -0.70406, 2.15360)  -0.014
H (-1.82430, -2.27183, 2.95558)  0.156
H (-3.88131, -2.53815, 1.98475)  0.156
H (-3.25782, -2.13663, 0.41942)  0.004
H (-3.93790, -0.16398, 2.38181)  0.076
H (-4.68640, -0.44702, 0.95410)  0.012
O (-3.92054, 1.22223, -1.10132)  -0.176
N (-3.60783, 2.11676, -0.31856)  -0.246
O (-2.52873, 1.97486, 0.30056)  -0.342
Cl (-6.59845, -1.47601, 0.13828)  0.671
C (-5.79310, -2.47848, -1.03744)  -0.704
C (-4.52575, -2.12512, -1.49487)  -0.136
C (-4.05413, -2.98159, -2.49035)  -0.715
Cl (-2.53349, -2.58497, -3.21533)  0.705
C (-4.73067, -4.09876, -2.96369)  -0.717
Cl (-4.05262, -5.11730, -4.19185)  0.632
C (-5.98957, -4.39466, -2.45645)  -0.727
Cl (-6.88202, -5.74960, -3.04457)  0.639
C (-6.53344, -3.56725, -1.48538)  -0.722
Cl (-8.12860, -3.90422, -0.89144)  0.624

Its charge is -1. The value obtained for the total energy is -158034.2531 eV. Its multiplicity is 1. The gap between HOMO and LUMO is 5.6 eV. The largest force on an atom is 12.9 eV/A.

Density functional theory data (the ωB97M-V functional and the def2-TZVPD basis) for a molecular structure, C29H28ClNPRe in a non-equilibrium geometry.

Last column: Mulliken spin population.
Geometry (Å):
C (-1.07560, -1.26050, 1.21008)  0.072
C (-0.96707, -1.72758, -0.13342)  -0.086
C (0.41134, -1.99569, -0.40784)  0.127
H (-1.80074, -2.01340, -0.74585)  0.000
C (1.15012, -1.76426, 0.80054)  -0.046
C (0.23334, -1.29579, 1.79453)  -0.007
H (0.45838, -1.10319, 2.82810)  0.002
H (-2.00007, -1.08899, 1.72820)  0.017
H (0.77652, -2.45265, -1.30719)  0.007
H (2.21927, -1.83095, 0.91528)  -0.010
Re (0.23539, 0.00879, 0.16881)  1.716
Cl (2.09591, 1.14193, -0.88204)  0.095
P (0.11674, 0.34454, -3.79150)  0.026
C (1.21181, -0.71437, -4.81012)  -0.005
C (0.79154, -1.42736, -5.93822)  0.000
H (-0.24424, -1.38522, -6.25511)  0.000
C (1.69558, -2.20036, -6.66331)  0.000
H (1.35046, -2.74906, -7.53722)  0.000
C (3.02849, -2.26621, -6.26983)  0.000
H (3.73194, -2.86700, -6.83739)  0.000
C (3.46146, -1.56073, -5.14593)  0.000
H (4.50492, -1.60744, -4.84266)  0.000
C (2.55882, -0.80082, -4.41311)  0.005
H (2.88163, -0.26110, -3.52767)  -0.001
C (-1.52898, -0.08413, -4.47708)  -0.004
C (-2.16976, -1.21445, -3.93525)  -0.002
H (-1.67655, -1.77912, -3.14984)  0.006
C (-3.41154, -1.61463, -4.40991)  -0.001
H (-3.88934, -2.49974, -3.99485)  0.000
C (-4.04213, -0.88320, -5.41808)  0.000
H (-5.01399, -1.19523, -5.78672)  0.000
C (-3.42551, 0.24444, -5.95136)  0.000
H (-3.91154, 0.82108, -6.73596)  0.000
C (-2.17510, 0.64249, -5.48228)  0.001
H (-1.70702, 1.52485, -5.90360)  0.000
C (0.40687, 1.99132, -4.54942)  -0.001
C (1.10881, 2.19738, -5.74251)  0.001
H (1.53214, 1.35452, -6.27755)  0.000
C (1.27237, 3.48295, -6.25405)  0.000
H (1.82046, 3.62299, -7.18291)  0.000
C (0.73813, 4.57801, -5.58218)  0.001
H (0.86364, 5.57898, -5.98250)  0.000
C (0.03672, 4.38847, -4.39123)  -0.001
H (-0.38947, 5.23793, -3.86150)  0.000
C (-0.12368, 3.10814, -3.87846)  0.001
H (-0.67417, 2.96384, -2.95433)  0.005
C (-0.50182, 2.97534, -0.10902)  0.133
C (-0.07056, 2.77988, 1.27746)  0.267
C (0.16023, 3.76659, 2.25869)  0.128
C (0.54479, 3.08047, 3.43155)  0.055
C (0.57960, 1.69954, 3.12464)  0.392
C (0.98720, 0.71362, 4.14454)  0.013
N (0.20078, 1.55697, 1.79565)  -0.019
H (-1.43564, 3.54809, -0.10077)  0.037
H (-0.63816, 2.02590, -0.66014)  -0.022
H (0.24094, 3.58750, -0.62916)  0.031
H (0.10354, 4.83344, 2.03124)  0.003
H (0.76722, 3.45107, 4.43222)  0.004
H (1.22778, 1.31346, 5.02659)  0.000
H (0.19422, 0.03222, 4.45117)  0.031
H (1.87763, 0.13176, 3.90720)  0.028

Its charge is +1. The value obtained for the total energy is -55950.4393 eV. Its multiplicity is 4. The gap between HOMO and LUMO (spin up / spin down) is 6.8 / 4.7 eV. The largest force on an atom is 6.2 eV/A.

Density functional theory data (the ωB97M-V functional and the def2-TZVPD basis) for C2H6BrIOSi in the gas phase in a non-equilibrium geometry.

Last column: Mulliken spin population.
Geometry (Å):
C (-0.67138, 0.23517, -1.84199)  0.013
C (0.43493, -0.62683, 1.74768)  0.096
O (-1.19598, -0.61082, -0.82601)  -0.011
Si (-0.50401, -1.55102, 0.32773)  0.517
Br (1.14304, -2.79813, -0.61347)  0.078
I (-2.51165, -2.81628, 0.85006)  1.312
H (-1.43221, 0.23284, -2.77473)  0.002
H (0.41383, -0.15241, -2.19218)  0.003
H (-0.54865, 1.27240, -1.39885)  0.001
H (1.42080, -0.30198, 1.46448)  -0.002
H (-0.09540, 0.35245, 1.90288)  -0.001
H (0.54839, -1.21929, 2.76864)  -0.007

The value obtained for the total energy is -90237.1899 eV. Its multiplicity is 3. The gap between HOMO and LUMO (spin up / spin down) is 5.1 / 5.7 eV. The largest force on an atom is 5.0 eV/A.

Density functional theory data (the ωB97M-V functional and the def2-TZVPD basis) for a molecular structure, C26H44AsClN2O5PbSb2 in a non-equilibrium geometry.

Last column: Löwdin charge in e.
Geometry (Å):
Pb (0.25900, -1.33852, 0.23487)  1.158
C (-6.09974, -0.20786, -0.16644)  -0.362
Sb (-3.93984, -0.09567, 0.01998)  1.293
C (-4.12631, 1.86644, 0.88477)  -0.334
C (-3.35648, 0.38978, -2.06801)  -0.339
C (-3.23497, -0.77681, -3.01934)  -0.266
C (-4.00910, -1.93019, -2.90876)  -0.062
C (-4.02985, -2.89685, -3.91965)  -0.084
C (-3.24687, -2.72149, -5.04548)  -0.098
C (-2.38447, -1.65168, -5.14576)  -0.079
C (-2.40316, -0.64451, -4.16289)  -0.280
C (-1.57263, 0.56064, -4.43805)  -0.338
Sb (0.56744, 0.30293, -3.99954)  1.281
C (1.13348, 0.73892, -6.00437)  -0.364
C (0.78096, -1.82605, -4.20490)  -0.347
H (-6.50981, 0.57241, -0.82457)  0.010
H (-6.61881, -0.04578, 0.77815)  -0.005
H (-6.43127, -1.19749, -0.50899)  -0.011
H (-4.79072, 2.47547, 0.24623)  0.020
H (-3.14879, 2.29678, 1.08636)  -0.026
H (-4.62867, 1.61117, 1.78948)  -0.021
H (-2.39352, 0.86460, -1.85944)  0.025
H (-4.04635, 1.13128, -2.47583)  0.074
H (-4.64132, -2.04220, -2.05133)  0.064
H (-4.72749, -3.71125, -3.89772)  0.095
H (-3.27939, -3.44172, -5.87529)  0.109
H (-1.79011, -1.45375, -6.03384)  0.110
H (-1.85394, 1.39849, -3.82107)  0.018
H (-1.58380, 0.84392, -5.49680)  0.060
H (0.78916, 0.01424, -6.67277)  -0.020
H (2.23827, 0.79504, -5.98546)  0.006
H (0.76450, 1.70001, -6.25542)  -0.017
H (0.25344, -2.14111, -5.08037)  -0.025
H (0.40123, -2.42406, -3.34864)  0.008
H (1.85727, -2.05294, -4.22820)  0.004
O (3.41877, 3.20188, 3.53918)  -0.058
C (2.65574, 2.78235, 4.70254)  -0.243
N (1.31851, 3.23790, 4.62178)  0.096
C (0.20774, 2.51953, 4.19018)  -0.427
O (-0.79136, 3.15654, 3.88698)  0.071
C (0.32263, 1.05293, 3.98422)  -0.142
C (0.63405, 0.20058, 4.99836)  -0.040
C (0.65724, -1.22791, 4.73135)  -0.126
C (0.43100, -1.61462, 3.45244)  -0.234
N (0.24467, -0.79116, 2.39058)  -0.172
C (0.14724, 0.66435, 2.56122)  -0.313
H (4.20005, 3.66452, 3.80857)  0.064
H (3.17739, 3.13074, 5.64011)  0.139
H (2.66617, 1.69511, 4.73748)  0.106
H (1.14551, 4.21583, 4.69930)  0.137
H (0.79683, 0.55932, 5.99418)  0.109
H (0.83428, -1.98737, 5.55181)  0.108
H (0.43674, -2.68375, 3.17682)  0.069
H (-0.81490, 1.08380, 2.27335)  0.124
C (4.58597, 0.34120, 1.14554)  -0.206
As (3.97560, -1.48861, 1.03976)  0.998
C (3.84230, -2.08652, 2.84117)  -0.189
C (5.57788, -2.25658, 0.30232)  -0.202
O (2.63522, -1.74307, 0.07409)  -0.672
H (5.64786, 0.43363, 1.50797)  0.062
H (3.92234, 1.03949, 1.66447)  0.010
H (4.52282, 0.73436, 0.11343)  0.056
H (4.82266, -1.95368, 3.29930)  0.048
H (3.57951, -3.12553, 2.82228)  0.029
H (3.07539, -1.57202, 3.41067)  0.020
H (6.45333, -1.85983, 0.80998)  0.040
H (5.58886, -2.02272, -0.74283)  0.034
H (5.56549, -3.34512, 0.38755)  0.046
C (1.17021, 1.38985, 1.64271)  -0.059
H (1.75260, 0.67601, 1.03719)  0.045
H (1.92338, 1.94920, 2.18364)  0.094
Cl (0.93591, -4.67388, 1.41956)  0.366
C (-0.36558, -3.54619, 0.79570)  -0.772
H (-1.23311, -3.62582, 1.45570)  -0.017
H (-0.68471, -4.05060, -0.13994)  -0.029
C (-1.05814, 3.58403, -0.41085)  -0.050
O (-0.66748, 2.46024, 0.38328)  -0.088
C (0.68255, 2.35287, 0.51387)  -0.473
O (1.43089, 2.98446, -0.17610)  0.104
H (-2.13530, 3.61118, -0.42264)  0.069
H (-0.71803, 3.45583, -1.46944)  0.107
H (-0.71406, 4.51505, 0.03033)  0.101

The value obtained for the total energy is -132573.7084 eV. Its multiplicity is 1. The gap between HOMO and LUMO is 7.0 eV. The largest force on an atom is 2.2 eV/A.

total energy of number 4 (C26H44AsClN2O5PbSb2)?
-132573.7084 eV